No. 1
DFT (ωB97M-V/def2-TZVPD) results for the molecule C5H7NS at a distorted geometry.

HOMO: -8.80 eV
Net charge: 0
Relative energy (zero: lowest compared OMol25 entry of this formula, charge and spin): 102.21 kcal per mole
DFT total energy: -647.49416 a.u.
HOMO-LUMO gap: 7.92 eV
SMILES: S=C/C=C/[C@H]1CN1

Structure (XYZ):
```
14
C5H7NS, DFT ωB97M-V/def2-TZVPD
C -1.77 1.73 0.74
C -0.88 0.65 0.02
C 0.39 0.73 -0.26
C 1.23 -0.38 -0.70
C 1.03 -1.68 0.23
H -2.56 1.08 1.59
H -1.53 -0.22 -0.13
H 1.05 1.57 -0.30
H 2.14 0.02 -1.05
H 1.82 -2.47 0.27
H 0.36 -1.38 1.21
H -0.43 -1.45 -1.40
N 0.55 -1.57 -1.18
S -1.39 3.36 0.96
```

Mulliken atomic charge list, values in e, 5 entries:
1. C -0.37
2. C -0.36
3. C 0.01
4. C -0.05
5. C -0.40


No. 2
DFT (ωB97M-V/def2-TZVPD) results for the molecule C5H7NS2 at a distorted geometry.

HOMO: -8.63 eV
Net charge: 0
Relative energy (zero: lowest compared OMol25 entry of this formula, charge and spin): 62.03 kcal per mole
DFT total energy: -1045.74523 a.u.
HOMO-LUMO gap: 7.85 eV
SMILES: CC1(C)C(=S)N1C=S

Structure (XYZ):
```
15
C5H7NS2, DFT ωB97M-V/def2-TZVPD
C 2.59 -1.26 -0.05
C 1.82 1.17 0.05
C 0.49 0.46 0.08
C -0.09 0.25 -1.31
C -0.31 0.29 1.32
N 1.90 -0.15 0.30
S 2.70 2.48 -0.21
S 4.24 -1.46 0.07
H 1.96 -2.14 -0.34
H -0.66 -0.76 -1.31
H 0.66 0.36 -2.03
H -0.81 0.94 -1.69
H -0.01 -0.58 2.03
H -1.37 0.03 1.05
H -0.33 1.24 2.06
```

Mulliken atomic charge list, values in e, 5 entries:
1. C -0.14
2. C -0.15
3. C 1.22
4. C -1.54
5. C -1.15


No. 3
DFT (ωB97M-V/def2-TZVPD) results for the molecule C5H7NS2 at a distorted geometry.

HOMO: -8.77 eV
Net charge: 0
Relative energy (zero: lowest compared OMol25 entry of this formula, charge and spin): 14.97 kcal per mole
DFT total energy: -1045.82022 a.u.
HOMO-LUMO gap: 8.10 eV
SMILES: CC(=S)N1CCC1=S

Structure (XYZ):
```
15
C5H7NS2, DFT ωB97M-V/def2-TZVPD
C 0.44 2.24 0.37
C 0.02 1.17 -0.66
C -0.39 -1.33 -0.97
C -0.24 -2.06 0.37
C 0.12 -0.72 0.99
H 1.44 2.04 0.73
H -0.28 2.22 1.19
H 0.43 3.24 -0.08
H 0.30 -1.47 -1.80
H -1.45 -1.24 -1.31
H 0.56 -2.81 0.35
H -1.16 -2.49 0.77
N -0.03 -0.09 -0.21
S -0.29 1.59 -2.22
S 0.52 -0.27 2.48
```

Mulliken atomic charge list, values in e, 5 entries:
1. C -1.20
2. C 0.54
3. C -0.71
4. C -0.42
5. C 0.16


No. 4
DFT (ωB97M-V/def2-TZVPD) results for a cluster of 2 separate species, C5H7O3 in total at a distorted geometry.

HOMO: -2.53 eV
Net charge: -1
Relative energy (zero: lowest compared OMol25 entry of this formula, charge and spin): 71.93 kcal per mole
DFT total energy: -420.38705 a.u.
HOMO-LUMO gap: 6.12 eV

Structure (XYZ):
```
15
C5H7O3, DFT ωB97M-V/def2-TZVPD
C -0.35 1.43 -1.57
C 0.08 0.35 -0.89
C 2.78 -0.21 0.45
C -1.09 -0.10 1.24
C -0.92 -0.61 -0.20
O 2.98 0.90 0.71
O 2.75 -1.31 0.23
O -0.33 -1.92 -0.16
H -1.43 1.77 -1.63
H 0.38 2.11 -2.19
H -0.13 -0.07 1.67
H -1.63 -0.70 2.07
H -1.76 0.86 1.17
H -2.01 -0.76 -0.59
H 0.67 -1.75 -0.33
```

Mulliken atomic charge list, values in e, 5 entries:
1. C -0.69
2. C -0.62
3. C 0.61
4. C -1.02
5. C 0.17


The lowest HOMO belongs to which entry?
C5H7NS